No. 1
Density functional theory data (wB97M-V/def2-TZVPD) for a cluster of 4 separate species, C2H14N2O3 in total.

Element x y z (Å)
C: -1.223 0.624 2.195
C: -0.027 0.041 1.451
N: 0.428 -1.135 2.108
N: -1.697 1.878 1.570
H: -2.085 -0.052 2.166
H: -0.954 0.798 3.241
H: -0.171 0.054 0.349
H: 0.741 0.843 1.507
H: 1.166 -1.654 1.613
H: -0.410 -1.578 2.500
H: -2.181 2.453 2.254
H: -0.880 2.497 1.501
H: -1.886 1.464 -0.342
H: -0.974 0.579 -1.386
O: -1.802 1.025 -1.200
H: 3.387 -3.910 -0.777
H: 1.968 -3.380 -1.083
O: 2.781 -3.191 -0.606
H: 0.968 0.408 -5.091
H: 0.304 1.293 -4.023
O: 1.158 1.141 -4.464

## Properties
Total energy: -11413.96161 eV
Net charge: +1
2S+1: 2
LUMO (spin up / spin down): -0.13288 / -0.33564 Ha
Kohn-Sham gap (spin up / spin down): 0.371 / 0.168 Ha
Energy relative to the best compared isomer or geometry (same formula, charge and spin): 25.9 kcal per mole

---

No. 2
Density functional theory data (wB97M-V/def2-TZVPD) for a structure of composition C47H38CrN4O2P2S4.

Element x y z (Å)
Cr: 0.798 -0.663 0.586
S: -2.721 1.489 1.429
P: -1.045 2.207 0.629
C: 0.416 1.361 0.934
P: 1.975 1.878 0.585
S: 3.101 0.191 0.728
C: 2.645 3.120 1.746
C: 1.945 3.348 2.926
C: 2.437 4.233 3.875
C: 3.640 4.888 3.659
C: 4.359 4.645 2.495
C: 3.864 3.764 1.546
C: 2.278 2.580 -1.084
C: 2.218 1.704 -2.169
C: 2.340 2.175 -3.465
C: 2.535 3.530 -3.704
C: 2.608 4.409 -2.634
C: 2.479 3.934 -1.333
C: -1.334 2.405 -1.174
C: -1.056 1.310 -1.992
C: -1.329 1.345 -3.349
C: -1.880 2.485 -3.918
C: -2.163 3.581 -3.116
C: -1.896 3.539 -1.753
C: -0.815 3.923 1.237
C: -1.300 4.278 2.491
C: -1.010 5.523 3.032
C: -0.245 6.437 2.319
C: 0.220 6.102 1.056
C: -0.067 4.853 0.523
H: 1.011 2.825 3.084
H: 1.876 4.410 4.784
H: 4.024 5.580 4.398
H: 5.308 5.139 2.328
H: 4.439 3.566 0.649
H: 2.062 0.642 -2.002
H: 2.281 1.478 -4.292
H: 2.629 3.898 -4.717
H: 2.761 5.467 -2.806
H: 2.546 4.634 -0.511
H: -0.614 0.417 -1.563
H: -1.107 0.478 -3.959
H: -2.087 2.519 -4.981
H: -2.598 4.473 -3.549
H: -2.147 4.394 -1.139
H: -1.903 3.560 3.034
H: -1.385 5.781 4.015
H: -0.017 7.407 2.744
H: 0.812 6.809 0.486
H: 0.291 4.603 -0.466
N: -0.861 -1.278 0.491
C: -2.036 -1.716 0.428
C: -2.716 -1.769 -0.904
C: -1.990 -2.175 -2.019
C: -2.590 -2.193 -3.268
C: -3.911 -1.787 -3.413
C: -4.632 -1.372 -2.302
C: -4.040 -1.372 -1.048
C: -2.720 -2.203 1.661
C: -3.683 -3.202 1.598
C: -4.262 -3.690 2.762
C: -3.886 -3.169 3.991
C: -2.932 -2.159 4.054
C: -2.350 -1.676 2.894
H: -0.950 -2.460 -1.904
H: -2.018 -2.512 -4.131
H: -4.375 -1.787 -4.391
H: -5.655 -1.033 -2.412
H: -4.590 -1.020 -0.185
H: -3.971 -3.614 0.638
H: -5.004 -4.477 2.707
H: -4.340 -3.541 4.901
H: -2.641 -1.744 5.010
H: -1.620 -0.877 2.928
N: -0.041 -8.760 0.791
C: 0.523 -7.485 0.856
C: 1.891 -7.304 0.678
C: 2.453 -6.039 0.777
C: 1.650 -4.948 1.060
C: 0.279 -5.122 1.246
C: -0.279 -6.378 1.147
S: 2.290 -3.312 1.155
O: 3.723 -3.414 1.060
O: 1.686 -2.696 2.315
N: 1.618 -2.536 -0.069
C: 2.034 -2.652 -1.362
S: 3.186 -3.803 -1.968
C: 2.948 -3.180 -3.552
C: 2.061 -2.160 -3.509
N: 1.538 -1.856 -2.277
H: 0.477 -9.431 0.247
H: -1.025 -8.777 0.576
H: 2.519 -8.160 0.461
H: 3.515 -5.892 0.639
H: -0.343 -4.264 1.472
H: -1.344 -6.509 1.297
H: 3.481 -3.570 -4.400
H: 1.750 -1.580 -4.366

## Properties
Total energy: -149755.90439 eV
Net charge: -1
2S+1: 4
LUMO (spin up / spin down): 0.08312 / 0.08540 Ha
Kohn-Sham gap (spin up / spin down): 0.249 / 0.264 Ha
Energy relative to the best compared isomer or geometry (same formula, charge and spin): 0.0 kcal per mole

---

No. 3
Density functional theory data (wB97M-V/def2-TZVPD) for a structure of composition C45H45N5O3PSb2Yb.

Element x y z (Å)
Yb: 0.030 -0.394 -0.780
C: -1.157 3.406 2.773
Sb: -1.274 2.874 0.658
C: -0.579 4.882 0.190
C: -3.388 3.420 0.487
C: -3.679 4.231 -0.770
C: -3.836 5.617 -0.734
C: -3.867 6.383 -1.892
C: -3.889 5.732 -3.104
C: -3.867 4.382 -3.206
C: -3.694 3.607 -2.047
C: -3.422 2.098 -2.108
Sb: -1.450 1.607 -2.897
C: -0.585 3.540 -3.320
C: -2.428 1.023 -4.728
H: -1.336 4.453 2.855
H: -0.068 3.225 3.019
H: -1.839 2.817 3.334
H: -1.133 5.455 0.892
H: -0.639 5.311 -0.801
H: 0.479 4.966 0.447
H: -3.643 3.944 1.373
H: -4.021 2.510 0.608
H: -3.645 6.072 0.190
H: -3.856 7.455 -1.738
H: -3.901 6.271 -4.076
H: -3.850 3.894 -4.188
H: -4.208 1.634 -2.751
H: -3.578 1.800 -1.060
H: -1.098 3.869 -4.199
H: 0.557 3.431 -3.438
H: -0.814 4.254 -2.517
H: -3.260 0.384 -4.430
H: -1.656 0.446 -5.312
H: -2.841 1.905 -5.193
C: 4.663 -0.836 4.435
C: 5.100 -0.055 3.388
C: 4.582 -0.164 2.100
C: 3.587 -1.129 1.834
C: 3.157 -1.945 2.886
C: 3.754 -1.810 4.159
P: 2.881 -1.365 0.210
C: 4.097 -2.592 -0.607
C: 3.964 -2.826 -1.960
C: 4.795 -3.749 -2.675
C: 5.855 -4.304 -1.995
C: 5.972 -4.066 -0.639
C: 5.132 -3.224 0.076
C: 3.176 0.263 -0.588
C: 4.366 0.784 -1.029
C: 4.434 2.046 -1.694
C: 3.308 2.810 -1.885
C: 2.103 2.261 -1.450
C: 1.962 1.000 -0.817
H: 5.011 -0.636 5.425
H: 5.762 0.780 3.572
H: 4.816 0.630 1.382
H: 2.323 -2.642 2.703
H: 3.448 -2.445 5.019
H: 3.223 -2.262 -2.438
H: 4.584 -3.887 -3.729
H: 6.419 -5.019 -2.535
H: 6.799 -4.593 -0.162
H: 5.221 -2.996 1.134
H: 5.200 0.108 -0.992
H: 5.344 2.562 -1.896
H: 3.471 3.822 -2.272
H: 1.195 2.808 -1.636
N: -1.095 -5.370 4.715
C: -0.720 -4.126 4.872
O: -0.714 -3.530 5.947
C: -0.455 -3.371 3.593
C: -0.267 -3.950 2.289
C: -0.115 -3.105 1.238
N: -0.139 -1.760 1.316
C: -0.234 -1.193 2.555
C: -0.370 -1.997 3.681
H: -1.282 -6.035 5.439
H: -0.984 -5.894 3.841
H: -0.352 -4.998 1.940
H: -0.269 -3.491 0.258
H: -0.419 -0.175 2.608
H: -0.450 -1.557 4.674
N: 0.620 -1.382 -2.764
C: 0.943 -1.099 -3.866
N: 1.329 -0.992 -5.055
C: 0.513 -1.251 -6.063
N: -0.226 -1.324 -6.941
O: -1.793 -1.819 -1.103
C: -2.444 -1.331 -0.095
O: -2.268 -0.090 0.263
C: -3.272 -2.208 0.727
C: -3.564 -1.854 2.042
C: -4.340 -2.651 2.830
C: -4.982 -3.792 2.285
C: -4.716 -4.070 0.946
C: -3.882 -3.312 0.179
H: -3.230 -0.919 2.453
H: -4.468 -2.329 3.869
H: -5.644 -4.380 2.859
H: -5.219 -4.919 0.497
H: -3.758 -3.557 -0.889

## Properties
Total energy: -114881.16892 eV
2S+1: 2
LUMO (spin up / spin down): -0.03479 / -0.03478 Ha
Kohn-Sham gap (spin up / spin down): 0.265 / 0.266 Ha
Energy relative to the best compared isomer or geometry (same formula, charge and spin): 20.7 kcal per mole